No. 1
Density functional theory data (ωB97M-V/def2-TZVPD) for a molecular structure, C8H11ClNO2S.

Values from the calculation:
- 2S+1 = 1
- net charge = -1
- HOMO level (Eh) = -0.1269
- gap between HOMO and LUMO (eV) = 6.60
- relative energy (zero: lowest compared OMol25 entry of this formula, charge and spin) (kcal per mole) = 3.4

Last column: Löwdin charge in e.
Atoms and positions in Å:
H1 -2.205 -1.556 -1.110  0.0143
C1 -2.116 -0.374 -1.300  -0.1316
H2 -1.015 2.509 0.274  0.0622
C2 3.492 1.181 0.364  -0.4964
C3 -1.982 0.031 1.277  -0.1041
H3 -2.187 -0.976 1.448  0.0030
H4 -1.654 2.016 -1.108  0.0596
O1 4.574 0.763 0.528  0.1449
C4 -0.858 1.691 -0.429  -0.0596
H5 -1.679 -0.132 -2.271  0.0513
C5 2.474 -1.128 -0.490  -0.3995
H6 0.162 1.825 -0.822  0.0520
N1 0.780 -0.635 1.079  -0.0359
O2 2.584 1.871 0.203  0.1781
C6 0.024 -0.679 -0.010  -0.7939
H7 -1.284 0.341 2.171  0.1102
H8 2.683 -1.387 1.727  0.1297
C7 -1.272 0.207 -0.059  -0.5502
H9 -2.920 0.576 1.444  0.0703
H10 -3.105 0.010 -1.288  0.0388
C8 2.027 -0.989 0.871  -0.3268
S1 1.019 -0.867 -1.538  0.8526
Cl1 -0.858 -2.741 0.073  0.0903
H11 3.316 -1.557 -1.034  0.0405

***

No. 2
Density functional theory data (ωB97M-V/def2-TZVPD) for 2 unconnected molecules or ions with the total composition C8H11ClNOP.

Values from the calculation:
- 2S+1 = 1
- HOMO level (Eh) = -0.3290
- gap between HOMO and LUMO (eV) = 8.61
- relative energy (zero: lowest compared OMol25 entry of this formula, charge and spin) (kcal per mole) = 44.3

Last column: Löwdin charge in e.
Atoms and positions in Å:
O1 2.642 -1.942 -0.900  -0.4988
P1 2.759 -1.164 0.313  0.4442
Cl1 4.749 -0.365 0.434  0.1206
C1 -2.701 -0.688 -1.144  -0.0397
C2 1.520 0.670 -1.253  0.0276
H1 3.238 1.246 1.492  0.0444
H2 -0.897 -1.239 -1.962  0.0962
H3 -4.514 0.179 -0.045  0.0907
H4 1.743 -0.034 -1.949  0.0483
H5 -1.079 -0.031 2.288  0.1323
H6 0.873 1.434 -1.670  0.1118
C3 -1.346 -1.079 -1.020  -0.0908
C4 -1.546 -0.318 1.271  -0.0837
H7 1.412 1.312 1.629  0.0744
C5 -3.529 -0.209 -0.033  -0.0589
C6 -2.861 -0.033 1.113  -0.1658
C7 2.254 1.505 0.974  -0.1315
H8 2.133 2.533 0.475  0.1254
H9 -3.379 0.502 1.905  0.1103
H10 -3.012 -0.801 -2.151  0.0765
H11 0.166 -1.223 0.177  0.0086
C8 -0.808 -0.912 0.227  -0.1133
N1 2.184 0.657 -0.171  -0.3290

***

No. 3
Density functional theory data (ωB97M-V/def2-TZVPD) for a single C8H11F molecule.

Values from the calculation:
- 2S+1 = 1
- HOMO level (Eh) = -0.3251
- gap between HOMO and LUMO (eV) = 9.95
- relative energy (zero: lowest compared OMol25 entry of this formula, charge and spin) (kcal per mole) = 47.0

Last column: Löwdin charge in e.
Atoms and positions in Å:
H1 -2.498 -1.648 0.480  0.0919
H2 2.418 0.771 0.625  0.0868
H3 -2.003 2.514 -0.138  0.0926
C1 -0.589 -1.350 0.171  -0.1368
H4 0.427 2.299 0.391  0.0865
C2 2.080 0.188 -0.206  -0.2088
F1 -0.060 -2.479 0.585  0.0709
C3 -2.350 0.379 -0.393  -0.1816
C4 -1.687 1.593 0.307  -0.1642
H5 3.479 -1.427 -0.576  0.0431
H6 -3.399 0.412 -0.200  0.0933
H7 2.438 0.624 -1.186  0.1220
H8 1.806 -1.818 -0.632  0.0358
C5 -0.167 1.476 0.142  -0.1183
H9 -1.695 1.772 1.388  0.1177
C6 0.533 0.356 -0.063  -0.0230
H10 2.642 -1.656 0.868  0.0716
H11 -2.092 0.235 -1.479  0.1377
C7 -1.836 -0.957 0.047  -0.1188
C8 2.556 -1.283 -0.132  -0.0984

***

No. 4
Density functional theory data (ωB97M-V/def2-TZVPD) for 2 unconnected molecules or ions with the total composition C8H11FN2.

Values from the calculation:
- 2S+1 = 1
- HOMO level (alpha / beta) (Eh) = -0.2631 / -0.2957
- gap between HOMO and LUMO (alpha / beta) (eV) = 7.75 / 7.73
- relative energy (zero: lowest compared OMol25 entry of this formula, charge and spin) (kcal per mole) = 61.7

Last column: Löwdin charge in e.
Atoms and positions in Å:
H1 -3.000 2.102 0.741  0.1144
C1 -1.963 1.010 -0.909  -0.0748
H2 1.003 -1.278 -2.575  0.1138
C2 -0.735 0.445 -1.313  0.0011
C3 0.221 1.167 0.860  -0.1105
H3 2.243 -2.020 -1.384  0.0283
H4 -1.183 -1.719 0.983  0.0865
N1 -0.445 -1.537 1.646  -0.0001
F1 1.752 -1.819 1.987  -0.1323
H5 2.509 -0.597 -2.281  0.0543
H6 -2.909 1.056 -1.408  0.0959
C4 1.506 -0.356 -0.559  -0.0931
H7 -0.411 -0.406 1.876  0.1389
N2 0.653 -2.097 1.130  -0.0376
C5 0.367 0.471 -0.405  -0.2495
C6 -2.078 1.643 0.307  -0.1149
C7 1.832 -1.194 -1.770  -0.0541
H8 2.124 -0.146 0.287  0.0892
H9 -0.548 -0.085 -2.128  0.0398
H10 -0.933 2.260 2.212  0.1420
C8 -0.963 1.775 1.158  -0.1206
H11 0.959 1.324 1.544  0.0835

***

No. 5
Density functional theory data (ωB97M-V/def2-TZVPD) for 2 unconnected molecules or ions with the total composition C8H11FO.

Values from the calculation:
- 2S+1 = 1
- HOMO level (Eh) = -0.3136
- SMILES string = Oc1ccccc1.CCF
- gap between HOMO and LUMO (eV) = 9.54
- relative energy (zero: lowest compared OMol25 entry of this formula, charge and spin) (kcal per mole) = 0.0

Last column: Löwdin charge in e.
Atoms and positions in Å:
H1 -2.027 0.628 -2.328  0.1207
H2 1.223 -2.854 -0.856  0.1069
C1 -0.637 -0.924 -2.961  -0.0939
H3 -0.831 -0.765 -4.030  0.1064
C2 -1.308 -0.143 -2.022  -0.0276
C3 0.510 -2.090 -1.192  -0.0949
H4 0.800 -2.512 -3.297  0.1014
C4 -1.067 -0.339 -0.662  -0.3327
H5 1.908 2.551 1.615  0.0841
H6 2.141 0.860 2.161  0.0840
H7 -0.509 2.452 2.331  0.1176
C5 1.406 1.579 1.761  -0.0805
C6 0.274 -1.900 -2.553  -0.1131
F1 -0.389 0.512 2.899  -0.0864
C7 -0.158 -1.313 -0.246  -0.0434
C8 0.249 1.741 2.713  -0.2631
H8 1.055 1.214 0.781  0.0681
H9 -1.489 0.212 1.135  0.0902
H10 0.575 2.099 3.708  0.1152
O1 -1.756 0.458 0.217  0.0258
H11 0.029 -1.464 0.826  0.1151

***

No. 6
Density functional theory data (ωB97M-V/def2-TZVPD) for a single C8H11FO3 molecule.

Values from the calculation:
- 2S+1 = 3
- <S²> = 2.01
- HOMO level (alpha / beta) (Eh) = -0.1823 / -0.3477
- gap between HOMO and LUMO (alpha / beta) (eV) = 5.50 / 7.19
- relative energy (zero: lowest compared OMol25 entry of this formula, charge and spin) (kcal per mole) = 50.8

Last column: Mulliken spin population.
Atoms and positions in Å:
C1 -0.757 -0.373 -0.809  0.1526
O1 0.454 0.135 1.126  0.0126
H1 -2.454 0.326 0.395  0.0187
H2 -0.594 -1.464 2.034  -0.0002
H3 2.393 2.200 0.474  -0.0029
H4 0.123 -2.139 -0.671  -0.0027
H5 1.908 -1.293 2.226  -0.0010
O2 -2.124 1.641 -1.159  0.0052
C2 0.578 1.801 -0.619  0.5915
O3 -0.576 -0.497 -2.208  0.0057
H6 2.095 3.196 -0.874  0.0086
C3 1.460 -1.911 1.531  0.0014
C4 -0.135 0.676 0.028  -0.0068
H7 2.053 -1.989 0.579  -0.0004
H8 -2.788 2.195 -0.616  0.0019
C5 1.681 2.401 -0.285  1.1057
C6 -1.623 0.711 -0.232  0.0599
C7 -0.563 -1.689 -0.019  -0.0009
C8 0.138 -1.216 1.202  0.0098
H9 -0.743 0.395 -2.562  0.0023
H10 -0.058 2.190 -1.415  0.0341
F1 -1.690 -2.387 0.181  0.0044
H11 1.223 -2.908 1.691  0.0003

***

No. 7
Density functional theory data (ωB97M-V/def2-TZVPD) for a gas-phase ion, C8H11N2O4 (charge +1).

Values from the calculation:
- 2S+1 = 1
- net charge = +1
- HOMO level (Eh) = -0.5061
- gap between HOMO and LUMO (eV) = 7.83
- relative energy (zero: lowest compared OMol25 entry of this formula, charge and spin) (kcal per mole) = 55.4

Last column: Löwdin charge in e.
Atoms and positions in Å:
H1 -4.655 0.114 1.919  0.1443
C1 0.404 -0.133 -0.257  -0.1409
O1 4.018 -1.437 0.302  -0.0468
C2 4.910 0.473 0.813  -0.1529
H2 -0.342 -2.129 -0.597  0.0838
O2 -2.197 -1.493 -0.252  0.1233
O3 -3.001 0.308 0.839  -0.0608
N1 3.981 0.998 0.094  0.0857
H3 -4.279 -1.106 0.339  0.0939
C3 -0.784 0.438 0.070  0.1285
H4 2.490 2.361 -0.524  0.1281
C4 -2.081 -0.365 0.146  -0.4549
H5 1.126 -1.560 -1.509  0.0699
O4 4.890 -0.776 1.124  0.0224
H6 1.280 -2.045 0.014  0.0790
C5 1.634 0.656 -0.447  -0.0854
H7 3.395 -0.241 -1.424  0.1476
N2 1.570 1.949 -0.480  0.2547
C6 0.595 -1.597 -0.631  0.0206
C7 3.113 0.172 -0.484  -0.0281
H8 0.672 2.527 -0.305  0.2044
C8 -4.371 -0.105 0.803  -0.0110
H9 5.655 1.202 1.158  0.1728
H10 -4.950 0.548 0.103  0.1055
H11 -0.826 1.394 0.560  0.1163

***

No. 8
Density functional theory data (ωB97M-V/def2-TZVPD) for a single C8H11N3 molecule.

Values from the calculation:
- 2S+1 = 1
- HOMO level (Eh) = -0.2397
- SMILES string = Nc1ccc2c(c1)NCCN2
- gap between HOMO and LUMO (eV) = 7.55
- relative energy (zero: lowest compared OMol25 entry of this formula, charge and spin) (kcal per mole) = 42.5

Last column: Löwdin charge in e.
Atoms and positions in Å:
H1 2.934 1.445 -2.928  0.1009
H2 -1.305 -1.887 1.608  0.1469
H3 -2.807 0.866 1.445  0.1499
H4 -2.084 -0.777 3.019  0.1280
H5 -2.347 0.367 -0.995  0.1359
H6 1.286 0.909 -3.656  0.1283
C1 -2.406 -0.193 1.079  -0.1948
C2 1.643 0.394 -1.645  -0.3254
C3 -0.423 -0.118 -0.432  -0.2581
C4 1.840 0.000 0.756  -0.0222
C5 0.435 -0.312 0.814  -0.1563
N1 -0.230 -0.357 2.081  -0.0511
C6 -1.556 -0.874 2.064  -0.2820
H7 -0.544 0.655 -2.406  0.1443
C7 2.463 0.338 -0.482  -0.0588
C8 0.189 0.159 -1.605  -0.0269
H8 2.335 -0.027 1.652  0.0665
H9 3.462 0.555 -0.723  0.0723
N2 -1.777 -0.125 -0.292  -0.0023
N3 2.026 0.949 -2.861  0.0342
H10 0.108 -1.068 2.773  0.1383
H11 -3.242 -0.900 0.732  0.1325

***

No. 9
Density functional theory data (ωB97M-V/def2-TZVPD) for a molecular structure, C8H11N3.

Values from the calculation:
- 2S+1 = 1
- HOMO level (Eh) = -0.2826
- gap between HOMO and LUMO (eV) = 8.63
- relative energy (zero: lowest compared OMol25 entry of this formula, charge and spin) (kcal per mole) = 79.4

Last column: Löwdin charge in e.
Atoms and positions in Å:
H1 3.212 0.839 1.468  0.1189
H2 -1.886 0.821 -1.743  0.0728
C1 0.266 -1.238 -1.452  -0.1271
H3 -0.672 -1.352 -2.045  0.1364
H4 -0.737 1.390 1.841  0.0720
H5 1.143 -3.054 -1.727  0.0774
C2 -0.518 0.466 1.316  -0.0647
N1 0.420 -0.032 -0.821  0.0478
H6 -2.482 1.670 -0.315  0.0966
C3 1.224 -2.156 -1.268  -0.0437
N2 2.171 -1.685 -0.379  -0.1255
H7 -1.285 -0.244 1.729  0.1015
C4 3.009 -0.129 0.918  -0.0535
H8 -2.213 -0.172 -0.295  0.0758
C5 2.045 -0.435 0.024  -0.0721
C6 -1.904 0.798 -0.662  -0.0592
N3 3.302 -2.247 0.095  0.0846
C7 3.781 -1.347 0.924  -0.1664
C8 -0.473 0.812 -0.165  -0.4882
H9 -0.053 1.865 -0.267  0.1563
H10 4.811 -1.463 1.260  0.1023
H11 0.526 0.267 1.606  0.0581

***

No. 10
Density functional theory data (ωB97M-V/def2-TZVPD) for 2 unconnected molecules or ions with the total composition C8H11N4S.

Values from the calculation:
- 2S+1 = 3
- <S²> = 2.02
- net charge = +1
- HOMO level (alpha / beta) (Eh) = -0.4018 / -0.4779
- gap between HOMO and LUMO (alpha / beta) (eV) = 6.96 / 4.90
- relative energy (zero: lowest compared OMol25 entry of this formula, charge and spin) (kcal per mole) = 37.9

Last column: Mulliken spin population.
Atoms and positions in Å:
H1 -2.022 -2.446 1.189  -0.0029
H2 2.040 1.140 -1.698  0.0004
H3 1.697 -3.012 -0.636  -0.0013
C1 0.790 2.315 0.353  0.0018
N1 -2.277 -1.407 1.308  0.2853
C2 1.829 -0.944 -1.341  0.0469
C3 1.069 0.828 0.142  0.0575
H4 0.775 -2.167 1.731  0.0070
H5 0.783 2.963 -0.614  0.0023
N2 -1.985 1.512 -0.492  0.4255
H6 -0.286 2.175 0.753  0.0079
H7 -2.665 -1.138 2.217  -0.0053
H8 1.408 2.806 1.177  0.0061
N3 -1.653 0.811 -1.542  0.3789
C4 1.683 0.406 -1.058  -0.0163
S1 -1.418 -0.841 -1.224  0.5256
H9 -1.295 1.250 -2.327  -0.0093
C5 0.963 -1.525 0.795  0.0885
H10 0.333 0.170 1.994  -0.0012
C6 1.471 -1.900 -0.399  -0.0446
H11 2.211 -1.077 -2.343  0.0035
N4 -2.210 0.788 0.554  0.0180
C7 -1.905 -0.543 0.458  0.2232
C8 0.664 -0.163 1.002  0.0026

***

No. 11
Density functional theory data (ωB97M-V/def2-TZVPD) for a molecular structure, C8H11N5.

Values from the calculation:
- 2S+1 = 1
- net charge = +2
- HOMO level (alpha / beta) (Eh) = -0.6331 / -0.6331
- gap between HOMO and LUMO (alpha / beta) (eV) = 7.05 / 7.05
- relative energy (zero: lowest compared OMol25 entry of this formula, charge and spin) (kcal per mole) = 122.0

Last column: Löwdin charge in e.
Atoms and positions in Å:
H1 0.333 2.738 0.532  0.1071
N1 -2.301 -1.397 -0.785  0.1939
H2 0.388 -2.998 1.087  0.1864
N2 0.721 -2.091 0.838  0.1962
C1 -2.117 0.940 0.109  0.0057
H3 2.210 1.122 -2.205  0.1416
C2 2.065 -1.799 0.943  0.0139
H4 -2.954 0.369 -1.604  0.1797
H5 -0.138 0.095 -1.447  0.1461
N3 2.638 0.586 -1.506  0.3018
N4 -1.362 -1.737 -0.086  0.1824
H6 -0.819 2.568 1.818  0.1064
H7 -2.545 1.846 0.521  0.1424
H8 -3.921 -0.151 -0.276  0.2083
H9 3.468 0.166 -1.771  0.1338
C3 -0.775 0.958 0.368  -0.2181
C4 0.136 -0.012 -0.399  0.0293
N5 2.620 -0.936 0.183  0.1746
C5 2.024 -0.130 -0.615  -0.1385
H10 0.783 1.731 1.848  0.1046
C6 -0.132 -1.402 0.110  -0.2120
C7 -2.828 -0.115 -0.631  -0.1466
C8 -0.092 1.986 1.222  -0.0244
H11 2.596 -2.339 1.746  0.1853